113
Properties=species:S:1:pos:R:3:forces:R:3 method="wB97M-V/def2-TZVPD" total_charge=-1 molar_mass_g_mol=914.2 e_lumo_ev=1.72 relative_energy_ev=0.0000
C 2.0781 0.5979 -0.2857 -0.84 0.15 -0.03
C 1.0493 -0.0434 -1.2560 -1.31 -1.04 1.81
O 0.2777 -1.0601 -0.7178 0.45 -0.53 0.09
H 2.4311 1.5148 -0.7577 1.06 -0.22 -0.06
H 2.7898 -0.1054 0.1466 0.69 0.00 -0.88
H 1.6850 0.9782 0.6571 -1.03 0.09 0.00
H 1.5348 -0.3744 -2.1740 0.71 0.13 -0.51
H 0.3073 0.7058 -1.5320 0.09 1.24 -0.57
O 1.7904 5.1989 0.2823 -1.63 1.01 -1.48
S 0.8839 5.5805 -0.7971 0.82 0.62 0.17
O -0.5418 5.7704 -0.6142 1.26 -0.65 -0.07
O 1.4335 7.0425 -1.3689 0.62 -2.25 1.48
C 0.8104 7.7479 -2.4279 -0.83 0.04 0.38
C 1.6802 8.9648 -2.6188 0.48 1.07 -1.43
C 1.2423 4.4458 -2.1696 -0.28 0.82 0.01
H -0.2202 7.9767 -2.1565 -0.01 0.36 0.27
H 0.6830 7.0701 -3.2720 0.57 0.30 -0.51
H 2.6870 8.7235 -2.9596 0.09 -0.42 0.40
H 1.7685 9.7031 -1.8219 -0.20 -0.76 0.69
H 1.3658 9.6325 -3.4209 -0.68 -0.34 -0.39
H 1.0553 3.4023 -1.9160 -0.24 0.19 0.36
H 2.2904 4.5495 -2.4502 -0.06 0.17 0.19
H 0.5947 4.7751 -2.9821 0.04 -0.23 -0.08
O -4.0321 -0.3508 -3.6544 0.82 -1.31 -1.01
S -3.3426 -1.4280 -4.3623 -0.26 0.95 -0.11
O -4.1068 -2.3649 -5.1797 1.48 1.39 1.12
O -2.1769 -0.7675 -5.3411 -2.59 -1.58 0.26
C -1.4142 0.3066 -4.8769 1.80 0.98 0.40
C 0.0284 -0.1528 -4.9843 1.19 -0.50 -0.07
C -2.2693 -2.2657 -3.2052 -0.24 -0.70 -0.61
H -1.6742 0.6656 -3.8811 -0.19 -0.35 0.13
H -1.5257 1.1647 -5.5397 -0.40 -0.07 -0.17
H 0.1929 -0.5906 -5.9689 -0.14 0.15 -0.22
H 0.3652 -0.9341 -4.3029 -0.69 -0.17 0.40
H 0.8251 0.5779 -4.8451 -0.45 0.63 -0.05
H -2.8799 -2.8142 -2.4878 -0.09 0.27 0.09
H -1.5497 -1.6080 -2.7177 -0.13 0.26 0.14
H -1.7363 -3.0025 -3.8060 0.07 0.02 0.00
O -4.6995 -0.0994 1.7817 1.12 1.54 -0.67
S -4.0201 0.8393 0.8946 -0.49 -0.58 -0.98
O -4.8037 1.9642 0.3200 2.04 -2.17 1.20
O -2.6485 1.3858 1.6533 -1.77 -0.88 -0.64
C -2.0026 2.4942 1.0313 1.57 1.27 0.69
C -0.8186 2.9206 1.9529 -0.35 0.04 0.34
C -3.2005 -0.1933 -0.4290 -0.57 1.70 0.07
H -2.7444 3.2821 0.9006 0.22 0.15 0.08
H -1.5421 2.3032 0.0620 -0.38 -0.72 -0.21
H -0.1217 3.6224 1.4946 -0.42 0.24 -0.40
H -0.1538 2.1239 2.2868 -0.40 -0.57 -0.31
H -1.1634 3.3694 2.8844 -0.24 0.12 -0.06
H -2.4834 -0.9083 -0.0258 -0.28 0.07 0.21
H -2.6759 0.5243 -1.0598 0.27 0.06 0.16
H -3.9686 -0.5787 -1.0995 -0.16 -0.29 0.47
O 2.1971 -5.3699 0.1940 0.51 0.77 -1.27
S 3.2711 -4.7481 -0.5610 1.83 0.39 0.30
O 4.6202 -5.2695 -0.3440 -1.87 0.49 -0.88
O 2.9908 -4.8250 -2.2504 0.12 0.40 3.02
C 1.8307 -4.0477 -2.6279 -0.36 -0.15 -0.61
C 1.4950 -4.4890 -4.0225 -0.28 -0.70 -0.94
C 3.3675 -2.9149 -0.1818 -0.84 -0.48 -0.90
H 2.0736 -2.9851 -2.6395 -0.04 0.03 0.37
H 0.9808 -4.2625 -1.9801 0.18 0.25 0.34
H 0.7880 -3.8642 -4.5683 0.23 0.60 0.24
H 0.9923 -5.4549 -4.0716 0.24 -0.29 0.42
H 2.4100 -4.5929 -4.6057 -0.02 0.19 -0.12
H 2.3650 -2.4903 -0.1286 -0.42 -0.24 0.26
H 3.8087 -2.3634 -1.0120 0.44 -0.47 -0.08
H 3.9195 -2.7226 0.7383 -0.02 -0.59 -0.08
O 4.9675 1.9784 1.1541 0.15 0.22 0.57
S 5.1109 1.9522 2.5883 -1.16 -0.48 -0.06
O 6.4257 2.0027 3.1753 -0.96 0.27 -0.12
O 4.2359 3.1599 3.2440 0.99 -0.75 -0.45
C 2.8793 3.3684 2.8150 -1.15 0.90 0.02
C 2.2522 4.2829 3.8697 -0.04 -0.71 -0.09
C 4.1673 0.5189 3.2331 1.23 0.37 -0.71
H 2.2522 2.4784 2.7622 0.52 -0.56 0.19
H 2.7939 3.8253 1.8291 0.65 0.02 0.02
H 2.8442 5.1872 4.0110 -0.13 -0.05 0.07
H 2.1551 3.7040 4.7881 0.33 0.21 0.26
H 1.2193 4.5162 3.6114 0.10 0.24 -0.34
H 4.9304 -0.1931 3.5474 -0.07 0.24 0.65
H 3.6854 -0.0168 2.4153 -0.43 0.64 0.04
H 3.5080 0.9131 4.0065 0.09 -0.54 -0.08
O 0.9466 0.6487 4.1253 0.41 0.55 1.18
S 0.8547 -0.7489 3.8712 -2.42 -1.37 -2.06
O 2.0280 -1.5292 3.5602 -0.33 0.20 0.68
O 0.0024 -1.4736 5.1089 2.30 1.34 -1.41
C -0.0138 -2.9154 5.0987 -2.03 -0.35 0.31
C -1.4543 -3.1190 5.6392 0.45 -0.25 -0.23
C -0.2918 -0.8606 2.3809 1.40 -0.75 1.45
H 0.7578 -3.4153 5.6842 0.18 0.62 0.24
H 0.0562 -3.3090 4.0846 -0.05 0.15 -0.07
H -2.0955 -2.5814 4.9407 -0.18 -0.37 0.04
H -1.6089 -2.6585 6.6150 0.38 0.05 0.07
H -1.7500 -4.1644 5.7272 0.04 -0.03 -0.25
H 0.2099 -0.2734 1.6119 -0.14 -0.01 0.00
H -1.3061 -0.5320 2.6075 0.26 -0.03 0.14
H -0.2111 -1.9067 2.0854 -0.37 0.14 -0.11
O -2.1998 -3.5344 2.6259 -1.25 -1.90 -2.04
S -2.5519 -4.4448 1.5122 2.26 3.15 -0.32
O -2.9163 -5.7988 1.7299 -1.01 -0.60 0.45
O -3.6802 -3.6634 0.5284 5.38 0.82 1.24
C -4.9400 -4.0972 0.5038 -3.17 -1.41 -1.22
C -5.7480 -3.1823 -0.4411 0.16 0.30 1.48
C -1.1030 -4.4785 0.3602 -2.18 0.54 0.72
H -5.3190 -4.1895 1.5216 -0.59 0.13 -0.11
H -4.9476 -5.0682 0.0087 -0.29 -0.56 0.37
H -6.7982 -3.4606 -0.3534 0.01 -0.11 -0.44
H -5.3633 -3.2026 -1.4608 -0.17 -0.25 0.04
H -5.6763 -2.1611 -0.0671 0.01 0.13 -0.07
H -0.3238 -4.9986 0.9175 0.04 0.15 -0.31
H -0.9172 -3.4355 0.1040 0.52 0.02 0.03
H -1.5106 -5.0059 -0.5022 0.44 -0.22 0.03